DFT (ωB97M-V/def2-TZVPD) results for C9H14N4 in the gas phase.

- Molecular weight: 178.239 g/mol
- Electronic energy: -15518.9583 eV
- Orbital gap: 0.311 Eh
- Total charge: 0
- LUMO level: 0.9 eV
- Multiplicity: 1
- SMILES string: Nc1cccnc1N1CCNCC1

```
27
C9H14N4 | the Open Molecules 2025 dataset | ωB97M-V/def2-TZVPD
N -1.449 2.208 -0.539
C -1.683 0.861 -0.140
H -3.750 0.941 0.722
C 1.652 -0.309 -1.327
H -2.061 2.977 -0.247
H -0.455 2.449 -0.756
C 2.113 0.504 1.338
C 1.294 1.393 0.365
N 3.105 -0.354 0.696
H 1.717 2.200 -0.318
C -2.892 0.340 0.377
C 2.590 -1.186 -0.423
H 2.244 0.496 -1.921
N -0.837 -1.460 -0.266
N 0.643 0.466 -0.599
H -2.113 -2.953 0.181
H 2.541 1.220 2.104
H 1.923 -2.028 -0.051
H 3.557 -0.828 1.441
H 3.460 -1.518 -1.076
H 1.354 -0.108 1.729
C -0.674 -0.096 -0.392
H 1.134 -1.065 -1.924
C -2.032 -1.836 0.125
H 0.494 1.781 1.084
C -3.085 -1.047 0.558
H -3.973 -1.329 1.100
```

Atom charges from the Mulliken analysis, given in e for atoms 1 to 6: number 1, N, carries -0.45; number 2, C, carries 0.12; number 3, H, carries 0.29; number 4, C, carries -0.76; number 5, H, carries 0.21; number 6, H, carries 0.26



DFT (ωB97M-V/def2-TZVPD) results for C9H14N4O2 in the gas phase.

- Molecular weight: 210.237 g/mol
- Electronic energy: -19612.4695 eV
- Orbital gap: 0.285 Eh
- Total charge: 0
- LUMO level: -0.5 eV
- Multiplicity: 1
- SMILES string: CC1CCN(c2nc[nH]c2[N+](=O)[O-])CC1

```
29
C9H14N4O2 | the Open Molecules 2025 dataset | ωB97M-V/def2-TZVPD
O 3.946 2.504 0.315
H -3.061 -2.314 0.974
C 1.528 0.174 -0.801
C 3.153 -0.955 -1.649
C 0.059 0.512 1.121
C -3.335 -1.258 1.137
H 4.640 0.440 -1.072
H -4.307 -1.082 0.639
H 0.988 0.302 1.624
C -1.939 -0.569 -0.739
H -2.838 -0.491 -1.396
C -2.250 -0.289 0.693
C 2.627 0.905 -0.511
N 2.786 2.140 0.106
C -0.886 0.431 -1.236
N 0.266 0.424 -0.321
C -0.972 -0.520 1.508
H -0.567 0.180 -2.226
H -1.336 1.438 -1.228
N 1.833 -0.943 -1.572
O 1.788 2.888 0.341
H -3.488 -1.139 2.188
N 3.658 0.190 -1.082
H -0.247 1.495 1.394
H -1.201 -0.410 2.535
H 3.817 -1.685 -2.103
H -1.521 -1.580 -0.866
H -2.570 0.754 0.870
H -0.568 -1.541 1.354
```

Atom charges from the Mulliken analysis, given in e for atoms 1 to 6: number 1, O, carries -0.65; number 2, H, carries 0.33; number 3, C, carries 0.83; number 4, C, carries -0.24; number 5, C, carries -0.75; number 6, C, carries -1.68



DFT (ωB97M-V/def2-TZVPD) results for a 2-piece molecular cluster, C9H14N4OS overall.

- Molecular weight: 226.305 g/mol
- Electronic energy: -28373.6508 eV
- Orbital gap (alpha / beta): 0.251 / 0.251 Eh
- Total charge: +2
- LUMO level (alpha / beta): -9.4 / -9.2 eV
- Multiplicity: 1

```
29
C9H14N4OS | the Open Molecules 2025 dataset | ωB97M-V/def2-TZVPD
H -2.247 2.109 -1.100
C -2.003 2.520 -0.118
H -0.869 -3.501 -0.716
H -2.926 2.193 1.739
H 1.501 -1.002 -0.733
H -0.480 -1.651 1.909
H 1.996 1.816 -1.385
H -2.052 3.568 0.066
C -3.603 -1.561 -0.552
H 2.177 0.292 -2.443
O 0.658 -2.270 0.231
C -1.127 1.691 0.773
C -0.569 -1.877 0.833
S -4.065 0.049 -0.935
C 2.944 0.340 -0.389
H -0.164 -4.044 0.879
N -0.478 0.455 0.283
N -2.525 1.652 0.942
C -1.223 -0.686 0.118
H 3.778 -0.378 -0.374
C -2.563 -0.776 -0.193
H 1.334 -0.452 1.910
C -0.369 -3.268 0.252
H 3.094 1.070 0.370
N 1.650 -0.041 -0.528
C 2.216 0.745 -1.554
H -4.008 -2.542 -0.374
N 0.816 0.586 0.326
H -0.373 2.078 1.470
```

Atom charges from the Mulliken analysis, given in e for atoms 1 to 6: number 1, H, carries 0.20; number 2, C, carries -0.54; number 3, H, carries 0.28; number 4, H, carries 0.29; number 5, H, carries 0.25; number 6, H, carries 0.52



DFT (ωB97M-V/def2-TZVPD) results for an isolated ion of composition C9H14N5 and charge +1.

- Molecular weight: 192.246 g/mol
- Electronic energy: -17001.4334 eV
- Orbital gap: 0.343 Eh
- Total charge: +1
- LUMO level: -3.2 eV
- Multiplicity: 1
- SMILES string: Cc1nnn2c1[C@H]1C(=[NH+]C2)NC[C@@H]1C

```
28
C9H14N5 | the Open Molecules 2025 dataset | ωB97M-V/def2-TZVPD
N -0.828 2.187 -2.849
C 2.009 -0.733 0.776
C 0.079 1.503 -2.167
C -0.217 -1.773 1.260
H 1.924 2.058 -3.140
C -0.098 0.440 0.262
H 2.116 -0.544 1.848
H -3.761 0.402 1.047
C -0.498 1.302 -0.891
H 2.382 -1.833 0.693
H 1.980 0.933 -1.744
C 1.499 1.220 -2.667
H 1.308 0.298 -3.255
H 0.532 -1.474 -0.656
N -1.616 -1.298 1.233
H -3.834 2.170 -0.341
C 0.581 -0.883 0.298
C -1.784 -0.107 0.854
N -1.749 1.851 -0.953
C -2.721 1.953 0.047
H -2.322 2.696 0.880
H -0.315 -2.855 1.073
H 0.096 -1.598 2.285
N -1.914 2.385 -2.253
N -2.845 0.595 0.671
H 2.539 -0.074 0.150
H -2.386 -1.936 1.657
H 0.171 1.106 1.183
```

Atom charges from the Mulliken analysis, given in e for atoms 1 to 6: number 1, N, carries -0.28; number 2, C, carries -1.40; number 3, C, carries 0.38; number 4, C, carries -0.92; number 5, H, carries 0.43; number 6, C, carries -0.09



DFT (ωB97M-V/def2-TZVPD) results for an isolated ion of composition C9H14N5 and charge +1.

- Molecular weight: 192.246 g/mol
- Electronic energy: -17002.6286 eV
- Orbital gap: 0.347 Eh
- Total charge: +1
- LUMO level: -3.1 eV
- Multiplicity: 1
- SMILES string: C[N+]1=C(N)[C@H](/C=C/n2cncn2)CC1

```
28
C9H14N5 | the Open Molecules 2025 dataset | ωB97M-V/def2-TZVPD
H 1.164 2.415 -1.264
H -5.671 0.404 0.963
C -0.776 1.033 0.133
H 1.873 0.412 -2.059
H 0.800 1.757 1.430
N 0.999 -0.918 1.777
N -2.847 -0.076 -0.125
N 2.220 -0.463 -0.174
H 0.933 -1.987 1.807
H 0.348 -0.391 2.440
H -3.142 -1.839 -1.508
H -1.274 2.005 0.063
N -3.694 0.659 0.621
C -4.856 0.164 0.316
H 3.692 -1.536 0.592
C 1.357 -0.172 0.731
N -4.847 -0.803 -0.606
C 3.051 -1.597 -0.321
H 3.373 0.719 -1.258
C -1.426 -0.044 -0.145
C 2.354 0.673 -1.063
C 1.665 1.920 -0.467
C -3.541 -0.963 -0.865
H 3.648 -1.503 -1.136
H 2.291 2.567 0.147
H 2.556 -2.561 -0.440
H -0.965 -1.048 -0.099
C 0.714 1.173 0.510
```

Atom charges from the Mulliken analysis, given in e for atoms 1 to 6: number 1, H, carries 0.34; number 2, H, carries 0.39; number 3, C, carries -0.59; number 4, H, carries 0.30; number 5, H, carries 0.47; number 6, N, carries -0.37



DFT (ωB97M-V/def2-TZVPD) results for an isolated ion of composition C9H14N5O and charge +1.

- Molecular weight: 208.245 g/mol
- Electronic energy: -19046.1501 eV
- Orbital gap (alpha / beta): 0.282 / 0.282 Eh
- Total charge: +1
- LUMO level (alpha / beta): -4.9 / -4.9 eV
- Multiplicity: 1
- SMILES string: [H]/N=N/C=C/C1=[N+](NCC)CC(C)=NC1=O

```
29
C9H14N5O | the Open Molecules 2025 dataset | ωB97M-V/def2-TZVPD
H 0.190 -0.618 -3.158
N -2.603 -3.613 -2.253
H 2.434 0.956 -1.609
H -0.080 -1.871 -1.614
H 1.898 -0.895 -3.138
O -2.896 1.134 1.002
H -0.179 2.555 4.263
H 1.484 2.503 3.543
C 0.617 1.896 3.840
C 1.414 0.599 -1.692
H 1.235 0.730 -3.848
N 1.218 -0.297 -0.602
N -1.207 1.181 2.514
C -1.047 -2.056 -1.265
C -0.909 -0.199 0.419
C 0.912 1.141 1.288
H -2.658 -1.186 -0.128
H 1.977 0.878 1.777
N 0.379 0.166 0.446
H 0.876 1.158 4.460
H 0.625 1.327 -1.635
C 1.123 -0.106 -3.046
C -1.824 0.786 1.362
H -2.897 -4.626 -2.158
H 1.070 2.131 0.651
N -1.685 -3.230 -1.562
H 2.086 -0.601 -0.168
C -1.598 -1.270 -0.211
C 0.044 1.426 2.523
```

Atom charges from the Mulliken analysis, given in e for atoms 1 to 6: number 1, H, carries 0.43; number 2, N, carries -0.49; number 3, H, carries 0.39; number 4, H, carries 0.77; number 5, H, carries 0.36; number 6, O, carries -0.43